Record 1
The following is a DFT calculation (ωB97M-V with the def2-TZVPD basis set) of C7H18B3ClCuO6PS as an isolated structure at a distorted geometry.

Orbital gap (alpha / beta), eV: 2.81 / 2.63
E_LUMO (alpha / beta), eV: -6.7 / -6.9
Maximum force, eV Å⁻¹: 4.89
⟨S²⟩: 0.75
Net charge: +1
2S+1: 2

Geometry (Å):
C (0.9828, 3.8305, 1.8916)
C (1.2237, 2.6199, 0.7636)
O (0.3361, 2.9461, -0.3638)
B (0.2873, 1.8577, -1.3597)
O (1.3706, 1.8326, -2.4012)
C (-0.8240, 0.6491, -1.4435)
Cl (-0.7512, 0.1692, -3.2624)
O (-2.2476, 0.9746, -1.1616)
B (-2.9314, -0.3511, -1.3519)
B (-4.3134, -0.2782, -0.4028)
O (-4.2850, 0.1675, 1.0352)
O (-5.6738, -0.6429, -0.9324)
O (-1.9084, -1.3923, -0.9820)
C (-0.6787, -0.6812, -0.4968)
S (-1.0390, -0.5694, 1.3457)
P (0.7448, -1.9219, -0.7807)
C (2.4071, -1.0697, -1.1843)
C (1.0595, -2.7588, 0.9495)
C (2.3278, -3.8167, 0.6924)
H (1.5821, 4.8032, 1.6269)
H (-0.1930, 4.0305, 1.8586)
H (1.2614, 3.3647, 2.9342)
H (2.3512, 2.4759, 0.4844)
H (0.8253, 1.6403, 1.2656)
H (2.1767, 2.3280, -2.0701)
H (-3.4058, -0.4295, -2.4411)
H (-3.5402, 0.8579, 1.1044)
H (-6.1859, -1.1120, -0.2061)
H (-1.7628, -1.7726, 1.6156)
H (2.4558, -0.5699, -2.2420)
H (2.6854, -0.2936, -0.3212)
H (3.2517, -1.9070, -1.1556)
H (0.1031, -3.2845, 1.3717)
H (1.4937, -1.9605, 1.7202)
H (2.4162, -4.5620, 1.5910)
H (2.1604, -4.3416, -0.3547)
H (3.3231, -3.1622, 0.6255)
Cu (2.9141, 2.3299, 2.0378)

Record 2
The following is a DFT calculation (ωB97M-V with the def2-TZVPD basis set) of C7H18BFO3P as an isolated structure at a distorted geometry.

Orbital gap, eV: 10.74
E_LUMO, eV: -2.8
Maximum force, eV Å⁻¹: 2.82
Net charge: +1

Geometry (Å):
O (-2.4143, -0.3364, -1.2919)
B (-2.0302, -1.4600, -0.6362)
O (-1.8063, -2.6256, -1.2597)
C (-1.8590, -1.3742, 0.9486)
P (-0.7359, -2.5942, 1.6750)
C (0.6504, -1.6324, 2.3050)
C (1.0600, -0.7878, 1.0934)
C (2.5338, -0.5494, 0.8996)
F (2.6384, -0.1541, -0.4240)
H (-1.7027, 0.3341, -1.2986)
H (-1.5523, -2.4181, -2.1743)
H (-1.5724, -0.3771, 1.2243)
H (-2.8285, -1.5622, 1.3971)
H (-0.2555, -3.5076, 0.7388)
H (-1.4227, -3.2798, 2.6779)
H (0.2501, -1.0067, 3.0903)
H (1.4354, -2.2427, 2.7243)
H (0.6658, -1.2128, 0.1779)
H (0.6130, 0.1827, 1.1941)
H (3.1715, -1.4135, 1.0259)
H (2.8574, 0.2670, 1.5252)
C (-0.3433, 3.3121, -2.5988)
C (-0.1506, 2.2998, -1.5049)
O (-0.8908, 1.3418, -1.3777)
C (1.0055, 2.5012, -0.5591)
H (-1.2067, 3.0389, -3.1996)
H (-0.5084, 4.3000, -2.1672)
H (0.5402, 3.3422, -3.2376)
H (0.9113, 3.4448, -0.0201)
H (1.9508, 2.4834, -1.1013)
H (0.9962, 1.6862, 0.1535)

Record 3
The following is a DFT calculation (ωB97M-V with the def2-TZVPD basis set) of C7H18CuGaO3 as an isolated structure.

Orbital gap (alpha / beta), eV: 8.64 / 5.90
E_LUMO (alpha / beta), eV: -4.6 / -6.8
Maximum force, eV Å⁻¹: 0.78
⟨S²⟩: 0.76
Net charge: +1
2S+1: 2

Geometry (Å):
C (0.0688, -0.1994, 2.2980)
C (0.5161, -1.6158, 2.0516)
O (-0.0208, -2.2684, 0.9102)
C (-1.4361, -2.2724, 0.7556)
C (-1.8890, -1.3476, -0.3991)
O (-0.8666, -0.3928, -0.6483)
C (0.1094, -0.8195, -1.5103)
Ga (1.6335, 0.5133, -1.8706)
C (0.7944, 2.4205, -1.6325)
C (-0.1412, 2.5633, -0.4687)
O (-0.2566, 3.9769, -0.3169)
H (0.2708, 0.4402, 1.4426)
H (0.6108, 0.1814, 3.1628)
H (-0.9877, -0.1389, 2.5505)
H (1.6121, -1.6273, 1.8888)
H (0.3425, -2.2276, 2.9399)
H (-1.7121, -3.2945, 0.5036)
H (-1.9364, -2.0254, 1.6912)
H (-2.8027, -0.8095, -0.1673)
H (-2.0742, -1.9511, -1.2887)
H (-0.2566, -1.1783, -2.4749)
H (0.7182, -1.5894, -1.0053)
H (2.7899, 0.2595, -0.6448)
H (2.2714, 0.3963, -3.2856)
H (0.3443, 2.6780, -2.5866)
H (1.7128, 2.9949, -1.4897)
H (0.2800, 2.1446, 0.4436)
H (-1.0997, 2.0949, -0.6693)
H (-1.1701, 4.2513, -0.4193)
Cu (2.5749, -1.1571, 0.2394)

Record 4
The following is a DFT calculation (ωB97M-V with the def2-TZVPD basis set) of a 2-piece molecular cluster, C7H18FNO2P overall at a distorted geometry.

Orbital gap, eV: 9.69
E_LUMO, eV: -2.9
ΔE to the lowest compared entry with this formula, charge and spin, kcal per mole: 32.40
Maximum force, eV Å⁻¹: 3.99
Net charge: +1

Geometry (Å):
C (3.8035, -0.2902, -0.3361)
C (-3.4175, 0.1166, -1.8599)
C (-1.3488, -1.2153, 2.0528)
C (2.5943, -1.1133, -0.4718)
C (-1.9823, -0.1861, -1.5596)
C (1.3038, -0.3604, -0.5375)
C (0.6626, 0.8266, 1.0691)
N (0.7619, 2.2638, 0.9423)
O (-1.8807, 1.3903, 1.9175)
O (-1.6697, 0.4620, -0.3246)
F (0.2816, -1.3535, -0.2735)
P (-1.0726, 0.2635, 1.1855)
H (4.5016, -1.0174, 0.0405)
H (3.7215, 0.5136, 0.4083)
H (4.1765, 0.1511, -1.2584)
H (-3.7016, -0.5908, -2.6301)
H (-4.0725, 0.1009, -0.9803)
H (-3.4467, 1.1957, -2.1483)
H (-2.2821, -1.2756, 2.4915)
H (-1.3090, -2.1332, 1.3604)
H (-0.7334, -1.2414, 2.8897)
H (2.5917, -1.8664, 0.3863)
H (2.7413, -1.7049, -1.4156)
H (-1.1631, 0.2359, -2.2104)
H (-1.8187, -1.2231, -1.5238)
H (1.1190, 0.0855, -1.5494)
H (1.4440, 0.5047, 1.7485)
H (1.6908, 2.6037, 1.0819)
H (0.2371, 2.7419, 0.2388)
H (-1.7324, 2.1158, 1.2661)

Record 5
The following is a DFT calculation (ωB97M-V with the def2-TZVPD basis set) of an isolated ion of composition C7H18I2N3 and charge +1 at a distorted geometry.

Orbital gap (alpha / beta), eV: 5.51 / 5.52
E_LUMO (alpha / beta), eV: -6.5 / -6.5
Maximum force, eV Å⁻¹: 5.18
SMILES: CCCC[C@@H](N[NH2+]I)N(I)CC
Net charge: +1

Geometry (Å):
C (-1.9179, -2.8392, -1.7890)
C (-0.7997, -1.7888, -2.0795)
C (-0.3885, -1.2715, -0.7376)
C (0.9404, -0.5631, -0.7485)
C (0.9540, 0.4550, 0.3695)
N (1.8684, 1.6492, 0.0205)
N (3.1356, 1.5613, 0.4988)
I (4.9152, 0.0784, -0.5066)
N (-0.3306, 1.1478, 0.6441)
I (-1.3198, 2.2360, -0.8188)
C (-0.7104, 1.5297, 2.1298)
C (-2.1902, 1.4571, 2.2767)
H (-1.9641, -3.1861, -0.8553)
H (-1.5864, -3.7091, -2.3673)
H (-2.8921, -2.5759, -2.1174)
H (-1.0870, -0.9735, -2.7731)
H (0.0756, -2.3272, -2.5715)
H (-1.0915, -0.5368, -0.4509)
H (-0.3833, -2.1066, -0.0920)
H (0.9906, 0.0210, -1.6919)
H (1.8769, -1.3517, -0.7723)
H (1.3345, -0.0374, 1.2292)
H (1.6845, 2.2380, -0.7650)
H (3.7969, 2.3441, 0.6187)
H (3.0108, 1.0665, 1.4772)
H (-0.3229, 2.5460, 2.4224)
H (-0.2595, 0.7664, 2.7734)
H (-2.2533, 0.4747, 1.7125)
H (-2.4914, 1.4973, 3.3204)
H (-2.5948, 2.1985, 1.6434)

Record 6
The following is a DFT calculation (ωB97M-V with the def2-TZVPD basis set) of a 2-piece molecular cluster, C7H18INO2P overall at a distorted geometry.

Orbital gap (alpha / beta), eV: 7.31 / 7.31
E_LUMO (alpha / beta), eV: -4.5 / -4.5
ΔE to the lowest compared entry with this formula, charge and spin, kcal per mole: 17.21
Maximum force, eV Å⁻¹: 5.05
Net charge: +1

Geometry (Å):
C (3.1134, 0.3583, -0.6702)
C (-1.4476, 0.5994, 1.3193)
C (-2.2881, 1.6682, 0.5534)
C (-1.5079, -0.6399, 0.4061)
C (-1.3844, 2.6663, -0.3005)
C (-0.3430, -1.7336, 0.8711)
C (-0.3912, 2.0099, -1.2884)
N (0.9081, -1.0351, 0.7131)
O (2.1821, -3.5951, -0.4034)
O (0.7812, 1.4557, -0.6618)
P (1.4519, 0.0647, -0.8316)
I (0.3975, -1.3331, -2.7203)
H (3.5278, 1.3071, -0.9163)
H (3.7568, -0.4441, -0.8092)
H (-0.4778, 0.8721, 1.5465)
H (-1.8601, 0.2432, 2.1681)
H (-2.6391, 2.3160, 1.3108)
H (-3.0624, 1.2204, -0.0049)
H (-1.1715, -0.5109, -0.5958)
H (-2.4775, -1.1284, 0.3990)
H (-0.8381, 3.2808, 0.3608)
H (-2.1235, 3.2548, -0.7778)
H (-0.2203, -2.5714, 0.1648)
H (-0.5594, -1.8965, 1.9294)
H (0.0098, 2.8151, -1.8414)
H (-0.9244, 1.1880, -1.8523)
H (1.4698, -1.7864, 0.4823)
H (1.1709, -0.5417, 1.6571)
H (2.9293, -3.5551, 0.2433)
H (2.0180, -4.5488, -0.4512)

Number 1: E_tot -3643.29730 hartree, molecular weight 392.7 g mol⁻¹. Number 2: E_tot -969.13669 hartree, molecular weight 211.0 g mol⁻¹. Number 3: E_tot -4068.03631 hartree, molecular weight 283.5 g mol⁻¹. Number 4: E_tot -923.67086 hartree, molecular weight 198.2 g mol⁻¹. Number 5: E_tot -1036.72850 hartree, molecular weight 398.0 g mol⁻¹. Number 6: E_tot -1121.47757 hartree, molecular weight 306.1 g mol⁻¹.